Computed, not measured: a structure of composition C33H26BiF12N5O8, with ωB97M-V with the def2-TZVPD basis set.

Geometry as XYZ:
```
85
Properties=species:S:1:pos:R:3
Bi -0.67954 0.43056 -0.29898
C 0.52277 -0.24693 6.61064
C 0.26893 -0.60198 5.17294
C 0.89131 -1.67681 4.55541
C 0.72359 -1.89055 3.20772
C -0.06175 -1.04994 2.39519
N -0.07987 -1.18934 1.04603
C 0.71828 -2.07909 0.34822
C 2.09506 -2.18880 0.57728
C 2.87269 -3.09732 -0.11017
C 2.30384 -3.92554 -1.06859
C 3.10141 -4.99077 -1.77536
C 0.95598 -3.76057 -1.36501
C 0.15926 -2.84010 -0.69954
C -1.31750 -2.65358 -1.05432
O -1.80213 -1.39929 -1.13595
C -2.13476 -3.50928 -0.01891
F -3.45658 -3.35515 -0.13904
F -1.92530 -4.84935 -0.17358
F -1.82429 -3.28350 1.25530
C -1.65664 -3.25502 -2.45561
F -1.57787 -4.60711 -2.61499
F -0.87252 -2.75468 -3.41352
F -2.91580 -2.96513 -2.80961
C -0.86989 -0.10251 3.07079
C -0.64860 0.12119 4.42257
C -2.09998 0.55669 2.45763
O -2.30444 0.59201 1.11244
C -2.31285 2.02002 2.98475
F -3.05653 2.73234 2.12246
F -3.00746 2.10206 4.15500
F -1.21687 2.73508 3.19910
C -3.32703 -0.25555 2.99500
F -3.40935 -1.46241 2.45074
F -3.34810 -0.46882 4.33171
F -4.49668 0.35692 2.73078
H 1.47960 -0.64760 6.94076
H -0.25659 -0.65477 7.25837
H 0.52930 0.83522 6.73234
H 1.52830 -2.34412 5.12411
H 1.20781 -2.73611 2.74173
H 2.54560 -1.51491 1.29275
H 3.93700 -3.15273 0.08690
H 4.16983 -4.85624 -1.60865
H 2.91184 -4.97667 -2.84927
H 2.81837 -5.97893 -1.40229
H 0.53906 -4.39042 -2.13424
H -1.21151 0.88206 4.94194
O 4.81321 4.48434 -1.53211
C 3.58876 3.87815 -1.38839
C 2.74562 3.69435 -2.47372
C 1.53832 3.02435 -2.29079
N 1.15188 2.58154 -1.10169
C 1.94178 2.78504 -0.05578
C 3.17652 3.42210 -0.14525
C 1.47549 2.31453 1.32318
O 2.18825 2.60792 2.27787
O 0.38227 1.67472 1.40406
C 0.66877 2.77496 -3.54799
O 0.56209 3.73692 -4.31495
O 0.22464 1.61562 -3.69058
H 4.92154 4.69178 -2.47010
H 3.00627 4.06249 -3.45850
H 3.78167 3.54802 0.73889
N -3.76712 5.20365 -1.36614
C -3.66163 3.87784 -1.69102
C -2.63710 3.07441 -1.15892
N -2.53776 1.81501 -1.49165
C -3.39788 1.29866 -2.35674
C -4.38791 2.10016 -2.89832
N -4.53408 3.37988 -2.56656
H -3.32680 5.48950 -0.50756
H -4.64780 5.63630 -1.59132
H -1.91174 3.45643 -0.45805
H -3.26888 0.24924 -2.57491
H -5.10932 1.72344 -3.61313
C 2.94438 -1.25267 -3.51171
C 2.58654 -0.31230 -2.36049
O 1.20117 -0.26041 -2.16517
H 4.01807 -1.26143 -3.68282
H 2.43377 -0.92439 -4.41309
H 2.60695 -2.25714 -3.27185
H 3.00124 0.68870 -2.55493
H 3.02705 -0.68886 -1.42973
H 0.79238 0.41464 -2.80298
```

## Properties
* frontier orbital gap: 6.266 eV
* HOMO level: -2.07 eV
* E: -3562.10175 Ha
* net charge: -2
* 2S+1: 1
* max |F|: 0.01908 Eh/bohr
* ΔE to the lowest compared entry with this formula, charge and spin: 60.70 kJ/mol

Computed, not measured: a structure of composition C6H18FK2O3 in a non-equilibrium geometry, with ωB97M-V with the def2-TZVPD basis set.

Geometry as XYZ:
```
30
Properties=species:S:1:pos:R:3
K -0.94463 -3.70286 1.57804
K -3.60975 -2.95342 -0.87201
F -0.94882 -1.94950 -0.53022
C -1.72587 2.55120 -0.58171
C -2.40630 1.20347 -0.79852
O -1.69535 0.39504 -1.74122
H -2.07290 3.01528 0.34644
H -1.95057 3.21557 -1.41326
H -0.64524 2.44614 -0.49214
H -3.41073 1.36022 -1.20298
H -2.49630 0.63750 0.14275
H -1.24807 -0.33002 -1.27270
C 0.28845 -0.03489 3.68348
C -0.34564 -0.21834 2.33042
O 0.61317 -0.75678 1.42774
H 0.46768 -0.98104 4.19883
H -0.31138 0.62701 4.30307
H 1.27057 0.41195 3.52579
H -0.66955 0.76756 1.96515
H -1.27064 -0.82274 2.36959
H 0.17674 -0.96162 0.57790
C 3.29318 -0.04075 -2.50476
C 2.29258 -0.43656 -1.46716
O 1.55882 -1.56067 -1.97811
H 2.82881 -0.00694 -3.48794
H 4.08546 -0.79251 -2.55393
H 3.75991 0.89851 -2.21523
H 1.59710 0.38367 -1.26636
H 2.80174 -0.75255 -0.55167
H 0.71752 -1.61194 -1.51930
```

## Properties
* frontier orbital gap: 6.714 eV
* HOMO level: -11.54 eV
* E: -1764.67775 Ha
* net charge: +1
* 2S+1: 1
* max |F|: 0.02447 Eh/bohr
* ΔE to the lowest compared entry with this formula, charge and spin: 82.01 kJ/mol